Entry 1:
{"formula": "C40H120O20", "method": "ωB97M-V/def2-TZVPD", "orbital_gap_ev": 10.24, "total_charge": 0, "homo_energy_ev": -9.67, "symbols": ["C", "C", "O", "H", "H", "H", "H", "H", "H", "C", "C", "O", "H", "H", "H", "H", "H", "H", "C", "C", "O", "H", "H", "H", "H", "H", "H", "C", "C", "O", "H", "H", "H", "H", "H", "H", "C", "C", "O", "H", "H", "H", "H", "H", "H", "C", "C", "O", "H", "H", "H", "H", "H", "H", "C", "C", "O", "H", "H", "H", "H", "H", "H", "C", "C", "O", "H", "H", "H", "H", "H", "H", "C", "C", "O", "H", "H", "H", "H", "H", "H", "C", "C", "O", "H", "H", "H", "H", "H", "H", "C", "C", "O", "H", "H", "H", "H", "H", "H", "C", "C", "O", "H", "H", "H", "H", "H", "H", "C", "C", "O", "H", "H", "H", "H", "H", "H", "C", "C", "O", "H", "H", "H", "H", "H", "H", "C", "C", "O", "H", "H", "H", "H", "H", "H", "C", "C", "O", "H", "H", "H", "H", "H", "H", "C", "C", "O", "H", "H", "H", "H", "H", "H", "C", "C", "O", "H", "H", "H", "H", "H", "H", "C", "C", "O", "H", "H", "H", "H", "H", "H", "C", "C", "O", "H", "H", "H", "H", "H", "H"], "coordinates": [[3.33690, 1.98811, 2.95489], [2.05655, 2.25536, 2.17256], [0.89864, 1.77773, 2.87025], [4.20001, 2.45451, 2.46116], [3.46859, 0.92737, 3.11110], [3.21987, 2.39390, 3.95612], [2.10835, 1.78864, 1.18794], [1.98499, 3.34586, 2.01047], [0.06719, 1.94200, 2.35940], [-0.93334, 5.41511, -5.14751], [-0.49438, 4.07395, -4.57625], [-0.99873, 3.93174, -3.23883], [-0.29293, 5.64147, -6.03040], [-0.89149, 6.19276, -4.41636], [-1.93819, 5.42154, -5.52900], [0.60062, 4.04998, -4.51332], [-0.67049, 3.16522, -5.21411], [-1.00293, 4.75974, -2.83426], [-0.42637, 2.73846, 6.44302], [-0.43481, 1.29026, 6.04122], [0.68641, 0.83765, 5.30695], [-0.57111, 3.37588, 5.56691], [0.50170, 3.08702, 6.95399], [-1.23983, 2.94864, 7.19583], [-1.33052, 1.01340, 5.51008], [-0.52330, 0.66007, 6.96281], [0.74459, 1.33611, 4.41998], [0.69874, -2.94329, -5.59046], [-0.40934, -3.37397, -4.67906], [-0.27362, -2.57805, -3.45135], [0.64763, -3.51664, -6.51886], [1.63854, -3.09630, -5.02018], [0.43804, -1.92789, -5.74375], [-0.55389, -4.45669, -4.42012], [-1.38290, -3.01802, -5.12723], [-0.92416, -2.88845, -2.79857], [2.98850, 0.90401, -1.51821], [2.79537, -0.34832, -2.38703], [2.30215, -1.54591, -1.73749], [3.59385, 1.63930, -2.08807], [3.62911, 0.51755, -0.66644], [2.04955, 1.33101, -1.16387], [3.75562, -0.55149, -2.90942], [2.09131, -0.09727, -3.14904], [1.70033, -2.01166, -2.35972], [-2.21935, 4.54463, 2.04485], [-1.67090, 3.78666, 0.85125], [-0.35864, 3.22779, 1.06477], [-1.90323, 3.99259, 2.98490], [-3.27213, 4.71126, 1.97789], [-1.60387, 5.45630, 2.13961], [-1.54838, 4.42583, -0.06397], [-2.29123, 2.91305, 0.53898], [-0.36650, 2.58405, 0.31005], [2.66167, -4.28604, 5.22749], [4.15455, -4.17001, 4.94840], [4.66443, -4.90441, 3.82188], [2.44549, -5.35076, 5.45499], [2.02967, -3.99284, 4.32066], [2.38853, -3.66178, 6.06716], [4.79953, -4.48510, 5.77615], [4.50681, -3.11525, 4.86640], [3.99060, -5.44692, 3.47349], [2.59146, -5.79405, -1.78014], [3.71384, -4.92290, -1.26428], [3.97312, -5.13108, 0.09099], [2.90565, -6.82446, -2.03863], [2.22662, -5.24776, -2.64651], [1.80795, -5.77781, -1.09023], [3.51444, -3.84398, -1.41555], [4.64307, -5.17224, -1.85576], [4.13346, -4.30275, 0.55305], [2.01255, -2.57084, 1.41927], [1.63706, -1.12665, 1.51251], [0.58955, -0.99470, 0.53708], [2.71266, -2.87328, 2.23272], [2.47081, -2.67548, 0.42356], [1.06492, -3.17142, 1.51348], [2.51937, -0.56310, 1.19595], [1.22503, -0.83802, 2.47957], [1.06569, -1.24853, -0.28730], [-3.39003, -0.81969, 3.28167], [-3.06607, 0.69119, 2.98144], [-1.65308, 0.94386, 2.96715], [-4.46744, -0.99904, 3.28675], [-3.07753, -1.02445, 4.31254], [-2.91474, -1.37221, 2.51642], [-3.59737, 1.34343, 3.69115], [-3.49777, 0.92421, 1.99689], [-1.17250, 0.10696, 2.92851], [-0.83558, -3.87986, 5.28409], [-0.42240, -2.44341, 5.63959], [-0.45974, -1.75690, 4.35043], [-0.65548, -4.76816, 5.94135], [-0.27755, -4.16204, 4.42817], [-1.88995, -3.95776, 4.90873], [0.59000, -2.42024, 6.01761], [-1.09619, -1.89072, 6.29843], [0.12712, -0.96312, 4.51149], [-2.54667, 0.97048, -2.42405], [-1.07627, 0.82274, -2.15418], [-0.44962, 1.92449, -1.52145], [-2.68585, 1.96713, -2.81108], [-3.12833, 0.98592, -1.55453], [-2.86101, 0.21166, -3.18350], [-0.65191, 0.74596, -3.14991], [-0.80083, 0.00762, -1.47175], [-0.39260, 2.69509, -2.15549], [-5.94629, 4.87444, -4.76658], [-5.04955, 3.80018, -4.12127], [-3.69459, 3.77334, -4.49947], [-5.94431, 5.78122, -4.29943], [-7.00108, 4.51984, -4.81568], [-5.69708, 4.93696, -5.80417], [-5.46529, 2.84828, -4.29692], [-5.05817, 3.95570, -3.03041], [-3.14104, 3.97379, -3.73266], [-2.59871, -5.05903, 1.43484], [-1.34361, -4.27663, 1.06436], [-1.57044, -2.88861, 0.64471], [-2.26587, -5.90216, 1.97465], [-3.24934, -5.44109, 0.64409], [-3.29571, -4.46267, 2.01356], [-0.82288, -4.74664, 0.25622], [-0.68141, -4.32773, 1.94428], [-0.81708, -2.30408, 0.76717], [0.69437, -7.35646, 1.62089], [2.00775, -7.43403, 2.36715], [2.64849, -6.19474, 2.38152], [0.08717, -6.62095, 2.07486], [0.16817, -8.31291, 1.65635], [0.91901, -7.09808, 0.62035], [2.71405, -8.13841, 1.94481], [1.80796, -7.69768, 3.37168], [3.14928, -6.09749, 1.51316], [1.93981, 7.60044, 2.06583], [1.99352, 6.20151, 1.33852], [0.67851, 5.79866, 0.97699], [2.95806, 7.98480, 2.08885], [1.50013, 7.56870, 3.07594], [1.29305, 8.25477, 1.46989], [2.55017, 5.48916, 2.08156], [2.52960, 6.27044, 0.38815], [0.55536, 4.86351, 1.18848], [-3.99365, 0.72118, -7.62095], [-3.32380, 0.67550, -6.27623], [-2.53640, 1.89443, -6.09780], [-3.30437, 0.44794, -8.45838], [-4.43311, 1.69097, -7.72167], [-4.87400, 0.06221, -7.69861], [-2.63880, -0.16236, -6.19289], [-3.95040, 0.62967, -5.41104], [-3.10962, 2.51590, -5.68673], [-1.23449, 8.38793, -2.27150], [-0.04074, 7.49357, -2.07440], [-0.38009, 6.21874, -1.63089], [-1.85841, 8.46178, -1.37009], [-1.97153, 7.97536, -2.96218], [-0.96442, 9.41653, -2.56780], [0.67788, 8.04882, -1.43196], [0.61582, 7.39242, -2.98110], [0.13911, 6.09482, -0.74902], [-4.03314, -2.49641, -3.39882], [-3.55893, -2.55660, -1.97677], [-2.49979, -3.52655, -1.88546], [-3.97924, -3.49426, -3.85320], [-3.38511, -1.79686, -4.00233], [-5.12832, -2.19673, -3.46790], [-4.30315, -2.98456, -1.30732], [-3.17528, -1.60003, -1.63641], [-2.07762, -3.37718, -0.98768], [6.02654, -1.16864, 0.69222], [5.47061, -1.86493, 1.93594], [5.50366, -3.23349, 1.88821], [6.98152, -1.61798, 0.46842], [6.22349, -0.15592, 0.98728], [5.39708, -1.14940, -0.20186], [4.40114, -1.59484, 1.99526], [6.04301, -1.48591, 2.83592], [4.94672, -3.68508, 2.55845]], "lowdin_charge": [-0.057, -0.275, -0.131, 0.084, 0.059, 0.076, 0.092, 0.085, 0.069, -0.057, -0.249, -0.097, 0.097, 0.042, 0.060, 0.109, 0.119, 0.017, -0.090, -0.351, -0.126, 0.061, 0.083, 0.088, 0.086, 0.117, 0.057, -0.086, -0.304, -0.130, 0.082, 0.085, 0.061, 0.125, 0.107, 0.038, -0.069, -0.275, -0.116, 0.088, 0.074, 0.049, 0.117, 0.093, 0.077, -0.055, -0.284, -0.150, 0.094, 0.067, 0.069, 0.111, 0.116, 0.087, -0.076, -0.283, -0.084, 0.089, 0.085, 0.062, 0.109, 0.116, 0.014, -0.062, -0.314, -0.091, 0.092, 0.068, 0.032, 0.100, 0.126, 0.051, -0.060, -0.282, -0.111, 0.077, 0.071, 0.084, 0.092, 0.103, 0.058, -0.060, -0.266, -0.103, 0.073, 0.068, 0.042, 0.109, 0.097, 0.063, -0.086, -0.261, -0.138, 0.086, 0.020, 0.084, 0.086, 0.105, 0.062, -0.058, -0.284, -0.120, 0.052, 0.054, 0.076, 0.112, 0.110, 0.075, -0.056, -0.283, -0.100, 0.032, 0.089, 0.067, 0.091, 0.123, 0.069, -0.061, -0.263, -0.104, 0.048, 0.077, 0.075, 0.098, 0.091, 0.040, -0.054, -0.307, -0.115, 0.042, 0.087, 0.049, 0.119, 0.099, 0.093, -0.076, -0.277, -0.118, 0.065, 0.075, 0.062, 0.133, 0.105, 0.045, -0.086, -0.290, -0.104, 0.092, 0.060, 0.075, 0.099, 0.089, 0.001, -0.092, -0.365, -0.117, 0.079, 0.063, 0.083, 0.115, 0.118, 0.100, -0.090, -0.298, -0.137, 0.078, 0.061, 0.096, 0.113, 0.093, 0.053, -0.066, -0.353, -0.085, 0.071, 0.061, 0.062, 0.080, 0.130, 0.043]}



Entry 2:
{"formula": "C40H18BF25GeN4OPtS2", "method": "ωB97M-V/def2-TZVPD", "orbital_gap_ev": [7.29, 7.29], "total_charge": 0, "homo_energy_ev": [-8.70, -8.70], "symbols": ["Pt", "S", "N", "C", "C", "C", "C", "C", "N", "C", "C", "N", "C", "C", "C", "C", "C", "N", "H", "H", "H", "H", "H", "H", "F", "B", "F", "F", "F", "C", "C", "C", "C", "C", "C", "H", "H", "H", "H", "H", "H", "H", "H", "H", "F", "C", "C", "C", "F", "C", "F", "C", "F", "C", "F", "Ge", "S", "C", "C", "F", "C", "F", "C", "F", "C", "F", "C", "F", "C", "C", "F", "C", "F", "C", "F", "C", "F", "C", "F", "C", "C", "O", "C", "F", "F", "F", "C", "F", "F", "F", "H", "H", "H"], "coordinates": [[0.04428, 0.52538, 0.02190], [6.27790, 3.47172, -2.75978], [6.09116, 2.16805, -1.82748], [4.80907, 2.09712, -1.51993], [4.18985, 1.08919, -0.67448], [4.85485, -0.00106, -0.10666], [4.14796, -0.85843, 0.70329], [2.79369, -0.61574, 0.93848], [2.15772, 0.39844, 0.38040], [2.83400, 1.22881, -0.42958], [2.04138, 2.26014, -1.05634], [0.71771, 2.22544, -0.79945], [-0.09160, 3.10886, -1.37299], [0.40035, 4.09806, -2.22124], [1.75261, 4.16339, -2.47444], [2.59877, 3.22511, -1.88152], [4.03612, 3.15132, -2.09114], [4.75204, 3.99553, -2.81060], [5.90242, -0.15394, -0.32940], [4.60646, -1.73079, 1.14509], [2.21177, -1.26410, 1.57166], [-1.14355, 3.01678, -1.15428], [-0.29152, 4.79218, -2.67545], [2.17370, 4.91385, -3.13047], [1.50662, -1.41689, -1.80461], [1.15480, -2.49230, -0.97884], [2.30396, -3.06124, -0.41831], [0.36718, -3.41182, -1.63568], [0.37752, -1.93768, 0.14145], [-0.83097, 4.52899, 4.05419], [-0.15870, 4.18893, 2.71472], [1.32469, 4.57782, 2.76968], [-0.86884, 4.95166, 1.58916], [-0.28999, 2.73553, 2.48580], [-0.46703, 1.56613, 2.23351], [-0.74312, 5.59971, 4.24968], [-0.34860, 3.99173, 4.86768], [-1.88747, 4.25742, 4.03537], [1.42136, 5.66512, 2.76802], [1.86807, 4.17663, 1.91236], [1.79100, 4.19385, 3.67920], [-0.90434, 6.01319, 1.84038], [-1.88988, 4.59168, 1.45686], [-0.33417, 4.83711, 0.64567], [2.46973, 1.57858, 2.73385], [2.90474, 1.29459, 3.96192], [2.12246, 0.53002, 4.80762], [2.62053, 0.30191, 6.08160], [1.90422, -0.39849, 6.96882], [3.83882, 0.80466, 6.49471], [4.28777, 0.57035, 7.72395], [4.60200, 1.55302, 5.61434], [5.77552, 2.03392, 5.99954], [4.13420, 1.80469, 4.33824], [4.86341, 2.52210, 3.48614], [0.40472, -0.27907, 4.29832], [-0.83278, -0.13748, 2.36326], [0.59160, -2.09166, 5.03433], [-0.16615, -2.71872, 6.01202], [-1.13519, -2.07294, 6.66263], [0.06666, -4.03116, 6.38461], [-0.67708, -4.60571, 7.32474], [1.08593, -4.74967, 5.78476], [1.31140, -6.00389, 6.14429], [1.87125, -4.15591, 4.81232], [2.86337, -4.83323, 4.24678], [1.59846, -2.85114, 4.45630], [2.36402, -2.28670, 3.50372], [-0.89068, 0.65083, 5.46206], [-0.63425, 1.75181, 6.26220], [0.58024, 2.32394, 6.28711], [-1.60631, 2.33983, 7.05202], [-1.31733, 3.40427, 7.79905], [-2.88984, 1.82995, 7.04626], [-3.82923, 2.38760, 7.79777], [-3.19636, 0.74298, 6.24553], [-4.42913, 0.24613, 6.24596], [-2.20290, 0.18733, 5.46558], [-2.53170, -0.86520, 4.70674], [-2.46655, -1.34421, -1.33648], [-2.30596, 0.08202, -1.84995], [-1.05175, 0.63222, -1.67811], [-3.35119, 0.98094, -1.12873], [-4.59402, 0.48914, -1.12725], [-3.40449, 2.22657, -1.64300], [-3.00245, 1.13485, 0.17036], [-2.58675, 0.12255, -3.36961], [-1.89326, -0.82347, -4.00666], [-3.89043, -0.08110, -3.64007], [-2.25128, 1.30201, -3.91389], [-2.29142, -1.36414, -0.26071], [-1.72124, -1.97838, -1.81312], [-3.46277, -1.72880, -1.54983]], "lowdin_charge": [1.134, 1.032, -0.207, -0.288, -0.062, 0.047, 0.013, -0.108, 0.003, -0.137, -0.109, -0.020, -0.079, 0.001, 0.039, -0.066, -0.294, -0.211, 0.128, 0.128, 0.095, 0.116, 0.123, 0.128, 0.109, -1.242, 0.120, 0.150, -0.044, -0.032, -0.590, -0.034, -0.033, -0.058, -0.548, 0.094, 0.063, 0.097, 0.092, 0.081, 0.082, 0.091, 0.096, 0.065, 0.086, -0.220, -0.113, -0.222, 0.115, -0.132, 0.140, -0.124, 0.150, -0.135, 0.132, 0.963, 0.755, -0.120, -0.203, 0.117, -0.132, 0.140, -0.123, 0.153, -0.134, 0.143, -0.214, 0.075, -0.131, -0.219, 0.090, -0.144, 0.132, -0.124, 0.148, -0.134, 0.140, -0.249, 0.065, 0.026, -0.443, -0.259, -0.553, 0.161, 0.142, 0.100, -0.561, 0.173, 0.154, 0.153, 0.076, 0.093, 0.104]}



Max |F|, respectively: 3.58; 3.15 eV Å⁻¹.
Energy relative to the best compared isomer or geometry (same formula, charge and spin), respectively: 149.4; 273.0 kJ/mol.